# C8H14O4S

The molecule C8H14O4S (ωB97M-V/def2-TZVPD, the Open Molecules 2025 dataset).

Structure (ORCA input):
```
! wB97M-V def2-TZVPD RIJCOSX def2/J DEFGRID3
* xyz 0 1
O 1.112 0.661 -2.861
C 1.263 -0.523 -2.735
O 0.849 -1.404 -3.653
C 1.936 -1.214 -1.574
C 1.849 -0.408 -0.278
C 0.399 -0.130 0.141
C 0.361 0.600 1.490
C -1.054 0.876 2.001
C -1.840 1.807 1.090
S -3.502 2.165 1.758
C -0.351 -1.439 0.260
O -0.076 -2.339 1.007
O -1.386 -1.496 -0.587
H 0.431 -0.948 -4.401
H 1.497 -2.205 -1.458
H 2.986 -1.350 -1.849
H 2.358 0.548 -0.414
H 2.350 -0.965 0.515
H -0.084 0.474 -0.629
H 0.904 1.543 1.392
H 0.878 -0.018 2.228
H -0.980 1.328 2.993
H -1.598 -0.065 2.110
H -1.321 2.755 0.944
H -2.034 1.350 0.121
H -3.085 2.736 2.887
H -1.862 -2.338 -0.499
*
```

Calculated values
- Energy above the lowest of the compared OMol25 structures with the same formula, charge and spin: 0.0 kJ/mol
- SMILES: O=C(O)CC[C@H](CCCS)C(=O)O
- Kohn-Sham gap: 9.62 eV